Entry 1:
A 8-piece molecular cluster, C47H52N8O2S overall. Source: OMol25; level of theory: ωB97M-V/def2-TZVPD.

Results
lowest unoccupied orbital energy: -0.7 eV
2S+1: 1
electronic energy: -2808.7991 Eh

Structure (XYZ):
```
110
C47H52N8O2S (ωB97M-V/def2-TZVPD)
C -5.58 -0.05 -0.39
C -4.08 -0.26 -0.61
C -3.38 -1.25 0.32
N -3.65 -1.13 1.75
C -3.19 0.05 2.34
C -1.92 0.24 2.70
C -1.47 1.53 3.26
O -0.46 1.63 3.92
C -2.33 2.73 2.98
C -1.67 4.06 3.15
S -2.06 4.94 4.69
C -3.80 5.37 4.47
C -4.80 4.43 5.15
C -3.60 2.53 2.64
C -4.17 1.17 2.58
O -5.35 0.96 2.74
H -5.83 1.00 -0.25
H -5.96 -0.59 0.48
H -6.16 -0.39 -1.25
H -3.53 0.69 -0.60
H -3.93 -0.65 -1.62
H -3.63 -2.27 0.03
H -2.30 -1.15 0.18
H -4.61 -1.34 1.98
H -1.18 -0.54 2.61
H -0.60 3.92 3.23
H -1.88 4.70 2.29
H -3.99 5.46 3.40
H -3.89 6.38 4.87
H -5.68 4.28 4.52
H -5.12 4.82 6.11
H -4.36 3.44 5.31
H -4.28 3.35 2.44
C -0.10 1.53 -4.38
C 0.45 1.39 -3.12
C -0.40 1.47 -2.02
N -1.71 1.66 -2.12
C -2.23 1.78 -3.34
C -1.47 1.73 -4.50
H 0.52 1.47 -5.27
H 1.51 1.23 -2.98
H 0.00 1.36 -1.02
H -3.30 1.93 -3.39
H -1.94 1.83 -5.46
C 2.30 -3.58 -1.13
C 1.32 -3.27 -2.06
C 0.13 -2.71 -1.61
N -0.13 -2.46 -0.33
C 0.82 -2.76 0.56
C 2.04 -3.32 0.21
H 3.25 -4.00 -1.43
H 1.47 -3.45 -3.12
H -0.65 -2.45 -2.31
H 0.59 -2.55 1.59
H 2.79 -3.54 0.96
C 7.96 -2.74 0.71
C 7.52 -4.03 0.97
C 6.29 -4.42 0.49
N 5.49 -3.63 -0.22
C 5.91 -2.39 -0.47
C 7.13 -1.90 -0.03
H 8.91 -2.39 1.07
H 8.13 -4.72 1.54
H 5.92 -5.43 0.68
H 5.24 -1.76 -1.04
H 7.42 -0.88 -0.26
C 2.35 6.66 4.62
C 3.46 7.42 4.27
C 3.25 8.68 3.74
N 2.05 9.21 3.54
C 0.99 8.47 3.88
C 1.09 7.20 4.42
H 2.47 5.67 5.04
H 4.46 7.05 4.41
H 4.10 9.31 3.46
H 0.02 8.92 3.71
H 0.19 6.64 4.67
C -6.87 -6.11 0.88
C -6.26 -5.41 -0.15
C -5.82 -4.12 0.11
N -5.95 -3.52 1.29
C -6.54 -4.20 2.27
C -7.01 -5.50 2.12
H -7.22 -7.12 0.72
H -6.13 -5.84 -1.13
H -5.35 -3.53 -0.67
H -6.63 -3.69 3.22
H -7.47 -6.01 2.95
C 0.22 -6.88 -6.43
C 1.46 -7.10 -5.85
C 2.15 -6.01 -5.33
N 1.68 -4.76 -5.36
C 0.49 -4.57 -5.92
C -0.28 -5.59 -6.47
H -0.34 -7.70 -6.85
H 1.89 -8.09 -5.79
H 3.12 -6.14 -4.86
H 0.13 -3.54 -5.93
H -1.24 -5.37 -6.91
C 6.31 3.42 -2.90
C 7.33 2.61 -3.38
C 7.86 1.65 -2.53
N 7.45 1.47 -1.28
C 6.48 2.26 -0.83
C 5.87 3.24 -1.60
H 5.87 4.18 -3.53
H 7.70 2.72 -4.39
H 8.66 1.00 -2.87
H 6.16 2.09 0.19
H 5.08 3.85 -1.18
```



Entry 2:
A 8-piece molecular cluster, C47H52N9O3 overall in a non-equilibrium geometry. Source: OMol25; level of theory: ωB97M-V/def2-TZVPD.

Results
lowest unoccupied orbital energy: 1.9 eV
charge: -1
2S+1: 1
electronic energy: -2540.2570 Eh

Structure (XYZ):
```
111
C47H52N9O3 (ωB97M-V/def2-TZVPD)
C -2.49 -0.18 0.96
C -2.00 0.64 -0.35
C -0.42 0.15 -0.64
N 0.60 0.91 0.16
C 0.69 2.38 -0.16
N -0.05 3.27 0.85
C 0.26 2.80 -1.69
O -1.00 3.18 -2.07
O 1.30 2.84 -2.74
O -2.71 0.47 -1.59
C -3.95 -0.28 -1.53
C -5.24 0.54 -0.87
C -6.78 -0.02 -1.18
C -8.11 0.76 -0.60
C -8.00 2.15 0.32
C -6.48 2.69 0.65
C -5.14 1.89 0.05
H -3.40 0.31 1.55
H -2.70 -1.33 0.74
H -1.59 -0.19 1.75
H -2.04 1.80 -0.07
H -0.19 0.06 -1.79
H -0.39 -0.97 -0.23
H 1.56 0.47 0.07
H 1.83 2.69 -0.05
H 0.24 4.28 0.73
H 0.17 2.95 1.84
H -3.86 -1.39 -1.11
H -4.29 -0.45 -2.67
H -6.92 -0.98 -1.85
H -9.22 0.38 -0.83
H -8.94 2.73 0.71
H -6.29 3.65 1.32
H -4.10 2.37 0.32
N 3.53 -0.08 1.76
C 4.23 1.05 2.01
C 4.98 1.25 3.16
C 5.00 0.24 4.12
C 4.29 -0.93 3.89
C 3.58 -1.04 2.70
H 4.18 1.81 1.24
H 5.52 2.18 3.31
H 5.58 0.36 5.03
H 4.29 -1.74 4.61
H 3.01 -1.94 2.48
N 3.10 -4.14 -2.51
C 2.32 -3.43 -3.36
C 2.10 -2.07 -3.25
C 2.72 -1.38 -2.21
C 3.53 -2.08 -1.32
C 3.69 -3.44 -1.51
H 1.86 -4.01 -4.15
H 1.47 -1.56 -3.96
H 2.57 -0.31 -2.09
H 4.02 -1.58 -0.49
H 4.31 -4.03 -0.84
N -0.56 4.68 -7.08
C -1.31 5.81 -7.15
C -1.98 6.36 -6.07
C -1.88 5.71 -4.84
C -1.12 4.55 -4.74
C -0.48 4.08 -5.88
H -1.35 6.27 -8.14
H -2.56 7.26 -6.19
H -2.39 6.11 -3.97
H -1.02 4.03 -3.79
H 0.13 3.18 -5.84
N 5.89 -3.95 2.94
C 6.68 -3.52 1.93
C 7.97 -4.00 1.70
C 8.47 -4.97 2.56
C 7.68 -5.43 3.61
C 6.41 -4.90 3.75
H 6.24 -2.76 1.29
H 8.56 -3.62 0.88
H 9.47 -5.36 2.42
H 8.05 -6.18 4.30
H 5.75 -5.22 4.56
N -6.06 -3.57 -1.59
C -7.18 -4.03 -2.19
C -8.04 -4.95 -1.61
C -7.73 -5.43 -0.34
C -6.58 -4.97 0.30
C -5.78 -4.05 -0.36
H -7.38 -3.63 -3.18
H -8.92 -5.29 -2.13
H -8.37 -6.15 0.15
H -6.31 -5.33 1.29
H -4.88 -3.66 0.09
N 2.71 -3.92 4.67
C 1.97 -4.82 3.99
C 1.07 -5.69 4.59
C 0.92 -5.63 5.97
C 1.67 -4.71 6.70
C 2.54 -3.89 6.01
H 2.12 -4.83 2.91
H 0.50 -6.39 3.99
H 0.23 -6.30 6.48
H 1.58 -4.64 7.78
H 3.15 -3.15 6.53
N 2.09 7.83 -0.12
C 1.82 6.58 -0.57
C 0.96 6.31 -1.62
C 0.34 7.38 -2.26
C 0.60 8.67 -1.82
C 1.47 8.84 -0.76
H 2.33 5.78 -0.03
H 0.78 5.29 -1.94
H -0.34 7.20 -3.09
H 0.13 9.53 -2.29
H 1.71 9.84 -0.38
```



Entry 3:
C47H52N9O5S3SeTi as an isolated structure in a non-equilibrium geometry. Source: OMol25; level of theory: ωB97M-V/def2-TZVPD.

Results
lowest unoccupied orbital energy (spin up / spin down): -4.2 / -4.2 eV
charge: +2
2S+1: 2
expectation value of S²: 0.753
electronic energy: -7136.0076 Eh
energy above the lowest of the compared OMol25 structures with the same formula, charge and spin: 1.645 eV

Structure (XYZ):
```
118
C47H52N9O5S3SeTi (ωB97M-V/def2-TZVPD)
Ti 1.79 -0.56 0.71
C 4.48 -5.20 -0.25
N 3.27 -4.39 -0.49
C 2.01 -5.07 -0.79
C 3.19 -3.13 -0.11
O 2.14 -2.42 -0.21
C 4.40 -2.45 0.30
O 4.02 -1.25 0.96
C 4.92 -0.19 0.70
C 4.22 0.78 -0.30
O 3.10 0.30 -0.72
N 4.69 1.92 -0.68
C 6.01 2.39 -0.19
C 4.08 2.84 -1.61
H 5.34 -4.61 -0.53
H 4.47 -6.04 -0.90
H 4.58 -5.41 0.88
H 1.45 -4.38 -1.41
H 1.45 -5.26 0.11
H 2.28 -5.97 -1.32
H 4.97 -2.19 -0.57
H 5.03 -3.03 1.01
H 5.88 -0.60 0.31
H 5.21 0.28 1.66
H 6.32 1.71 0.60
H 5.92 3.38 0.28
H 6.76 2.43 -1.02
H 3.20 2.34 -2.02
H 4.75 3.06 -2.45
H 3.73 3.75 -1.14
C 0.37 2.44 4.32
O 1.06 2.17 3.04
C 2.10 1.34 3.02
O 2.63 1.10 1.90
N 2.49 0.72 4.15
N 3.55 -0.16 4.18
H -0.37 3.11 4.01
H 1.04 2.80 5.07
H -0.10 1.55 4.67
H 2.03 0.87 5.01
H 3.14 -1.08 4.26
H 4.14 0.10 5.01
N -0.07 -0.06 1.63
S -1.53 -0.16 1.61
N -2.22 1.00 0.64
S -2.66 0.85 -0.81
N -1.83 0.18 -1.93
S -0.19 0.23 -1.90
N 0.50 -0.43 -0.78
C 0.12 -0.57 -3.48
C -0.65 -0.40 -4.65
C -0.15 -0.90 -5.86
C 1.07 -1.56 -5.91
C 1.80 -1.67 -4.76
C 1.33 -1.23 -3.54
C 0.24 1.92 -2.18
C 0.39 2.68 -1.03
C 0.67 4.03 -1.07
C 0.90 4.64 -2.25
C 0.76 3.93 -3.44
C 0.37 2.56 -3.46
C -4.14 -0.11 -0.94
C -5.21 0.41 -0.25
C -6.37 -0.37 -0.09
C -6.47 -1.58 -0.78
C -5.39 -2.02 -1.55
C -4.18 -1.32 -1.56
C -2.99 2.56 -1.23
C -2.68 3.56 -0.31
C -2.90 4.85 -0.81
C -3.44 5.05 -2.07
C -3.76 3.97 -2.93
C -3.50 2.68 -2.49
C -2.20 -1.70 1.15
C -1.46 -2.63 0.48
C -2.01 -3.90 0.19
C -3.32 -4.22 0.62
C -4.01 -3.28 1.34
C -3.50 -2.02 1.58
C -2.28 0.16 3.19
C -2.15 -0.73 4.24
C -2.65 -0.41 5.49
C -3.44 0.75 5.58
C -3.65 1.59 4.52
C -3.11 1.30 3.25
H -1.60 0.06 -4.63
H -0.78 -0.77 -6.73
H 1.56 -1.92 -6.82
H 2.73 -2.12 -4.79
H 1.98 -1.33 -2.66
H 0.36 2.23 -0.05
H 0.73 4.56 -0.13
H 1.16 5.67 -2.34
H 0.98 4.41 -4.35
H 0.22 1.90 -4.35
H -5.19 1.42 0.22
H -7.27 -0.04 0.46
H -7.40 -2.13 -0.71
H -5.44 -2.95 -2.03
H -3.27 -1.75 -2.02
H -2.18 3.21 0.61
H -2.55 5.72 -0.32
H -3.57 6.04 -2.46
H -4.03 4.13 -3.92
H -3.63 1.80 -3.10
H -0.47 -2.37 0.13
H -1.39 -4.55 -0.45
H -3.76 -5.14 0.51
H -4.96 -3.57 1.84
H -4.07 -1.33 2.19
H -1.53 -1.66 4.21
H -2.57 -1.06 6.35
H -3.84 0.95 6.53
H -4.36 2.38 4.69
H -3.26 1.93 2.37
Se 1.26 -2.13 2.82
C 2.73 -3.26 3.00
N 3.66 -3.93 3.04
```